<a>
Molecular formula: C4H8ClNO
Method: DFT, ωB97M-V/def2-TZVPD

Geometry as XYZ:
```
15
Properties=species:S:1:pos:R:3:nbo_charge:R:1
N 1.7193 1.3518 0.9928 -0.830
C 0.6274 1.0386 0.2677 -0.022
C -0.4480 0.2734 0.9607 -0.468
C -0.0930 -0.3983 -0.1888 -0.054
Cl 0.6569 -1.9562 0.3973 -0.099
C -0.7109 -0.5883 -1.5731 -0.089
O -2.0031 -1.2546 -1.2580 -0.723
H 1.6807 1.0900 2.0787 0.382
H 2.6397 0.9583 0.4755 0.380
H 0.3602 1.8679 -0.5468 0.194
H -1.5602 0.6050 1.1765 0.215
H -0.1758 -0.0204 1.9395 0.241
H -0.0680 -1.4092 -2.2146 0.199
H -0.9636 0.2881 -2.1472 0.210
H -1.6615 -1.8461 -0.3600 0.465
```

Computed properties:
Multiplicity: 1
Net charge: 0
HOMO energy, eV: -8.79
Kohn-Sham gap, eV: 9.57

***

<b>
Molecular formula: C4H8ClNO
Method: DFT, ωB97M-V/def2-TZVPD

Geometry as XYZ:
```
15
Properties=species:S:1:pos:R:3:nbo_charge:R:1
C -0.2938 -0.4040 0.1430 0.624
C 1.5936 1.8757 0.2631 -0.727
C -1.8287 -1.9881 -0.1811 -0.261
C 1.5309 0.7119 -0.6453 -0.157
N -0.8849 0.4532 0.8348 -0.816
O -0.5489 -1.5230 -0.4514 -0.489
Cl 2.8998 -0.4870 -0.5348 -0.081
H 1.7591 2.7983 -0.3157 0.222
H 0.4531 1.9095 0.6641 0.290
H 2.3844 1.7363 0.9467 0.233
H -2.3261 -2.2180 -1.1157 0.196
H -2.4257 -1.2098 0.2974 0.180
H -1.7188 -2.8257 0.4686 0.193
H 1.1826 0.7170 -1.7065 0.215
H -1.7767 0.4537 1.3328 0.379
```

Computed properties:
Multiplicity: 1
Net charge: 0
HOMO energy, eV: -8.30
Kohn-Sham gap, eV: 9.07

***

<c>
Molecular formula: C4H8ClNO
Method: DFT, ωB97M-V/def2-TZVPD

Geometry as XYZ:
```
15
Properties=species:S:1:pos:R:3:nbo_charge:R:1
C 0.5863 -2.1001 0.4917 -0.224
C 0.3706 -1.3558 -0.6220 -0.360
C 0.2338 0.0894 -0.5897 0.509
O 1.3684 0.6954 -1.0023 -0.691
N -0.8026 0.6150 -0.0928 -0.473
C -1.1435 2.0431 0.1915 -0.436
H 0.8777 -1.7231 1.3949 0.204
H 0.6735 -3.2208 0.3671 0.215
H 0.0481 -1.7279 -1.6392 0.258
H 1.3117 1.6333 -1.2498 0.496
H -0.5208 2.7921 -0.3030 0.173
H -2.1296 2.3192 -0.1871 0.224
H -1.2326 2.0834 1.2666 0.226
Cl -2.8764 -1.0921 -0.0633 -0.475
H -1.2448 -1.0771 -0.2734 0.352
```

Computed properties:
Multiplicity: 1
Net charge: 0
HOMO energy, eV: -8.74
Kohn-Sham gap, eV: 8.77

***

Result of the stability comparison: <a> is the least stable of them.

***

<a>
Molecular formula: C3H7NOS2
Method: DFT, ωB97M-V/def2-TZVPD

Geometry as XYZ:
```
14
Properties=species:S:1:pos:R:3:nbo_charge:R:1
N -1.0509 -1.2828 -0.1499 -0.826
C -0.0600 -0.3679 -0.7708 -0.195
C 1.1417 -1.1945 -1.2331 0.442
O 0.9820 -2.2742 -1.7183 -0.502
C 0.3322 0.7274 0.2061 -0.568
S -1.1841 1.1960 1.0859 0.167
S -0.4880 2.2177 2.6732 -0.184
H -1.7111 -1.5346 -0.8924 0.370
H -0.6712 -2.1769 0.1453 0.372
H -0.6057 -0.0298 -1.6936 0.223
H 2.1222 -0.6640 -1.0239 0.109
H 0.8072 1.6349 -0.3366 0.242
H 0.9286 0.1925 1.0119 0.228
H -0.5429 3.5562 2.6961 0.122
```

Computed properties:
Multiplicity: 1
Net charge: 0
HOMO energy, eV: -8.77
Kohn-Sham gap, eV: 9.25

***

<b>
Molecular formula: C3H7NOS2
Method: DFT, ωB97M-V/def2-TZVPD

Geometry as XYZ:
```
14
Properties=species:S:1:pos:R:3:nbo_charge:R:1
C -1.1108 -0.4564 -1.8709 -0.621
C 0.1758 -0.9960 -1.2456 -0.536
S 1.0487 0.2026 -0.2157 0.297
C 0.1717 0.1024 1.3067 -0.115
S -1.0212 -0.9629 1.7119 -0.161
N 0.5516 1.0621 2.1783 -0.325
O 1.7555 1.7236 1.9961 -0.537
H -0.8983 0.4416 -2.4440 0.208
H -1.5505 -1.2413 -2.5094 0.216
H -1.8650 -0.1984 -1.0870 0.228
H -0.0073 -1.8925 -0.6541 0.247
H 0.8940 -1.2581 -2.0079 0.224
H 0.3397 0.8843 3.2077 0.399
H 1.5161 2.5891 1.6336 0.478
```

Computed properties:
Multiplicity: 1
Net charge: 0
HOMO energy, eV: -8.65
Kohn-Sham gap, eV: 9.13

***

Result of the stability comparison: <b> is the least stable of them.

***

<a>
Molecular formula: C3H7NOS2
Method: DFT, ωB97M-V/def2-TZVPD

Geometry as XYZ:
```
14
Properties=species:S:1:pos:R:3:nbo_charge:R:1
N -1.4795 1.1429 -0.3122 -0.821
C -0.7955 -0.0279 0.3372 -0.157
C -1.4680 -0.7749 -0.8447 0.427
O -0.9552 -1.6834 -1.5724 -0.564
C 0.6928 -0.3467 0.1516 -0.596
S 1.8092 0.7849 0.9318 0.075
S 3.7724 0.0292 1.1515 -0.112
H -2.2496 1.4394 0.2708 0.374
H -1.0534 2.0546 -0.3852 0.385
H -1.0491 0.0932 1.4900 0.222
H -2.5514 -0.6870 -0.7388 0.139
H 0.9440 -1.2856 0.5977 0.245
H 0.6614 -0.5104 -0.9113 0.246
H 3.7219 -0.2283 -0.1660 0.138
```

Computed properties:
Multiplicity: 1
Net charge: 0
HOMO energy, eV: -8.63
Kohn-Sham gap, eV: 8.77

***

<b>
Molecular formula: C3H7NOS2
Method: DFT, ωB97M-V/def2-TZVPD

Geometry as XYZ:
```
14
Properties=species:S:1:pos:R:3:nbo_charge:R:1
N -2.1380 -0.8095 -0.4533 -0.796
C -1.0713 0.1626 -0.8581 -0.179
C -1.1323 0.3722 -2.3702 0.430
O -0.7022 -0.3899 -3.1892 -0.507
C 0.2723 -0.3000 -0.3526 -0.574
S 0.3027 -0.2545 1.4572 0.118
S 2.1679 0.6523 1.8200 -0.132
H -2.9574 -0.2431 -0.2458 0.360
H -2.4394 -1.2764 -1.3092 0.363
H -1.2398 1.1808 -0.4942 0.198
H -1.6359 1.3156 -2.6761 0.107
H 1.0583 0.0773 -1.0019 0.248
H 0.4907 -1.3539 -0.5714 0.242
H 2.0234 1.5693 0.8617 0.121
```

Computed properties:
Multiplicity: 1
Net charge: 0
HOMO energy, eV: -8.47
Kohn-Sham gap, eV: 8.86

***

<c>
Molecular formula: C3H7NOS2
Method: DFT, ωB97M-V/def2-TZVPD

Geometry as XYZ:
```
14
Properties=species:S:1:pos:R:3:nbo_charge:R:1
N -1.6230 2.1868 -0.2538 -0.833
C -1.6407 1.3378 0.8148 0.669
O -2.0945 1.6460 1.8931 -0.600
C -1.0522 -0.0268 0.5198 -0.513
C 0.4737 0.0017 0.7391 -0.525
S 1.2785 -1.5210 0.2021 0.119
S 1.4917 -1.1335 -1.8521 -0.150
H -1.4216 1.8292 -1.1711 0.391
H -2.0092 3.1112 -0.1760 0.405
H -1.4567 -0.7805 1.1905 0.239
H -1.2556 -0.3207 -0.5105 0.217
H 0.6598 0.0133 1.8139 0.239
H 0.9314 0.8820 0.2968 0.219
H 1.8151 0.1638 -1.7477 0.121
```

Computed properties:
Multiplicity: 1
Net charge: 0
HOMO energy, eV: -8.71
Kohn-Sham gap, eV: 8.96

***

Result of the stability comparison: <a> is the least stable of them.

***

<a>
Molecular formula: C3H7NOS2
Method: DFT, ωB97M-V/def2-TZVPD

Geometry as XYZ:
```
14
Properties=species:S:1:pos:R:3:nbo_charge:R:1
S 2.4026 -0.1706 -1.0384 -0.061
S 1.7543 -0.4291 0.9225 0.174
C 0.0796 -0.8115 0.6784 -0.116
C -0.9088 0.2199 0.4655 -0.356
N -1.5202 0.3726 -0.8384 -0.583
C -2.8848 0.9117 -0.4534 0.085
O -3.3693 0.2649 0.5804 -0.683
H 2.1945 1.1339 -1.1489 0.137
H -3.4963 0.9348 -1.3828 0.170
H -0.2174 -1.7956 1.0219 0.216
H -0.5109 1.1910 0.7866 0.206
H -1.7558 -0.1040 1.1352 0.346
H -1.4986 -0.4915 -1.3693 0.362
H -2.5918 1.9785 -0.2488 0.101
```

Computed properties:
Multiplicity: 1
Net charge: 0
HOMO energy, eV: -8.29
Kohn-Sham gap, eV: 5.41

***

<b>
Molecular formula: C3H7NOS2
Method: DFT, ωB97M-V/def2-TZVPD

Geometry as XYZ:
```
14
Properties=species:S:1:pos:R:3:nbo_charge:R:1
O 0.2860 2.9100 2.1365 -0.512
C -0.0399 1.8715 1.7090 0.863
N -0.3083 0.8082 1.2263 -0.743
S -1.0910 -0.6162 1.3926 0.232
H -0.2287 -1.3344 0.4965 0.154
C 1.4727 -0.9695 -1.2137 -0.392
C 1.8810 -0.6808 0.0067 -0.382
H 1.0622 -1.9229 -1.3475 0.198
H 1.6083 -0.2570 -1.9129 0.201
H 2.4198 0.3002 0.2994 0.201
H 1.9767 -1.4091 0.7942 0.192
S -3.3166 0.0472 -1.5979 -0.320
H -3.1561 0.1020 -0.1881 0.163
H -2.5662 1.1508 -1.8010 0.144
```

Computed properties:
Multiplicity: 1
Net charge: 0
HOMO energy, eV: -9.00
Kohn-Sham gap, eV: 9.47

***

Result of the stability comparison: <a> is the least stable of them.